The following is a DFT calculation (the ωB97M-V functional and the def2-TZVPD basis) of the ion C6H11N2S with charge +1 in a non-equilibrium geometry.

```
20
Properties=species:S:1:pos:R:3:forces:R:3:nbo_charge:R:1
C 1.703344 0.078596 -0.505639 1.016 1.399 1.557 0.158
C -0.413198 -1.136053 -0.357691 3.054 -2.224 1.280 0.326
N -0.925766 -2.298782 0.113780 -0.714 1.740 -0.880 -0.747
S -1.244716 0.241764 -0.917876 -0.271 0.249 -0.915 0.473
C -3.120338 1.529160 0.521732 0.086 0.927 -0.863 -0.334
H 2.709532 1.640088 0.657038 -0.017 1.005 -0.444 0.241
H -1.900650 -2.382928 0.007793 -1.235 -0.405 -0.104 0.417
C 1.495706 0.874834 -1.530024 0.795 -1.773 1.826 -0.363
H 1.472602 -1.981976 -0.104133 -0.774 0.814 -0.242 0.431
N 0.949586 -1.120506 -0.355537 -0.550 0.048 0.200 -0.550
H -2.297276 -0.422520 1.135532 -0.990 1.839 -1.647 0.237
C -2.452964 0.407282 0.309902 0.171 -1.625 3.232 -0.429
C 2.645058 0.582740 0.635231 -3.263 -2.067 1.492 -0.643
H 2.096195 1.710340 -1.518546 0.605 2.079 -0.782 0.233
H 2.136060 0.327936 1.681775 1.549 0.114 -2.083 0.220
H 3.602422 0.177994 0.451517 1.168 -0.623 0.539 0.237
H 0.900490 0.463862 -2.243489 -1.357 -0.118 -2.693 0.201
H -0.522614 -2.927572 0.778123 0.700 0.035 0.171 0.431
H -3.110958 2.418490 -0.108489 0.409 -0.526 -0.644 0.221
H -3.722514 1.817250 1.348996 -0.381 -0.885 1.001 0.239
```
Positions in Å, forces in eV/Å.

Properties
Max |F| (eV/A): 4.1
M (g/mol): 143.24
Orbital gap (eV): 9.2
Highest occupied orbital energy (eV): -13.1291
Energy relative to the best compared isomer or geometry (same formula, charge and spin) (eV): 3.174
Net charge: +1
LUMO energy (eV): -3.95

The following is a DFT calculation (the ωB97M-V functional and the def2-TZVPD basis) of a cluster of 3 separate species, C6H11N3 in total in a non-equilibrium geometry.

```
20
Properties=species:S:1:pos:R:3:forces:R:3:nbo_charge:R:1
C 1.580052 0.439976 -0.193920 -2.232 -0.280 0.786 0.524
H -2.824479 0.481703 1.348160 0.020 -0.014 -0.064 0.234
H 1.709528 2.336461 -0.970528 0.283 -0.408 -0.106 0.410
H 2.200360 -1.093566 -1.485084 -0.064 0.222 0.015 0.281
N -0.532973 -1.188150 -2.147753 -0.144 0.187 0.250 -0.357
H -0.577532 0.009779 1.993817 -0.572 0.252 -0.601 0.226
H 3.518810 -0.441060 -0.466505 -0.246 0.210 -0.112 0.245
H -3.377853 -0.310022 -0.137600 0.070 0.064 -0.078 0.230
H 0.270045 -1.350507 1.147317 -0.162 -0.050 0.163 0.191
H 2.302736 -1.512123 0.209552 -0.065 0.169 -0.006 0.252
C -2.545426 -0.216624 0.559136 0.593 -0.107 0.544 -0.631
H 1.057172 0.064459 1.847978 0.519 -0.274 0.199 0.208
C -1.336556 0.337306 -0.180574 -1.636 2.395 -1.487 0.145
C 2.452422 -0.694696 -0.499847 0.553 -0.750 0.334 -0.745
H -2.347042 -1.198044 0.992140 -0.019 0.011 -0.001 0.214
N 1.300200 1.572745 -0.448343 0.246 0.926 0.030 -0.620
N -1.302937 1.652890 -0.357183 -0.242 -1.793 0.285 -0.621
C -0.908657 -0.530582 -1.278303 0.531 -0.222 -0.195 0.251
C 0.190120 -0.273283 1.282006 2.372 -0.387 -0.083 -0.772
H -0.827991 1.913337 -1.214466 0.193 -0.148 0.126 0.336
```
Positions in Å, forces in eV/Å.

Properties
Max |F| (eV/A): 3.3
M (g/mol): 125.17
Orbital gap (alpha / beta) (eV): 8.7 / 8.7
Highest occupied orbital energy (alpha / beta) (eV): -8.3271 / -8.3280
Energy relative to the best compared isomer or geometry (same formula, charge and spin) (eV): 5.528
Net charge: 0
LUMO energy (alpha / beta) (eV): 0.37 / 0.37

The following is a DFT calculation (the ωB97M-V functional and the def2-TZVPD basis) of the molecule C6H11N3 in a non-equilibrium geometry.

```
20
Properties=species:S:1:pos:R:3:forces:R:3:nbo_charge:R:1
N -0.621483 -2.295313 -0.290356 0.394 -0.725 0.655 -0.806
C 0.843259 0.361875 0.381776 -1.358 -1.615 -1.415 0.071
N 1.309647 1.317323 1.271061 0.272 2.925 -0.180 -0.413
H -2.232162 0.334319 -1.643662 0.200 -0.185 0.024 0.213
H 1.688158 3.347768 1.407279 -0.118 -0.428 -0.185 0.173
C -1.018185 -0.998389 -0.536762 -1.245 0.543 -0.943 0.153
H 1.011037 2.766378 -0.244398 0.073 -0.295 0.357 0.162
H 2.385729 -1.108936 0.129666 0.076 0.054 -0.138 0.217
H -0.336510 -2.437028 0.676219 -0.041 -0.129 -0.406 0.378
C -0.480539 0.062450 0.325472 2.101 -0.032 0.291 0.069
C 1.904418 -0.314780 -0.450176 0.031 0.034 -0.135 -0.640
H -1.289898 -2.990194 -0.608056 0.289 0.120 0.103 0.378
N -1.402035 0.712698 1.145992 -0.216 0.305 0.565 -0.806
H 1.510119 -0.744665 -1.375607 -0.129 -0.035 0.290 0.234
C -1.914798 -0.692107 -1.485080 0.054 0.223 -0.009 -0.501
H -2.123485 0.072706 1.464466 0.057 0.279 0.008 0.372
H -2.343240 -1.449816 -2.129953 -0.054 -0.054 0.075 0.190
C 1.332916 2.513630 0.782265 0.178 -0.884 0.978 -0.033
H 2.676944 0.403545 -0.746668 -0.082 -0.053 0.155 0.210
H -0.899891 1.138536 1.926523 -0.483 -0.047 -0.088 0.378
```
Positions in Å, forces in eV/Å.

Properties
Max |F| (eV/A): 2.9
M (g/mol): 125.17
Orbital gap (eV): 8.5
Highest occupied orbital energy (eV): -7.4700
Energy relative to the best compared isomer or geometry (same formula, charge and spin) (eV): 1.759
Structure (SMILES): C=N/C(C)=C(\N)C(=C)N
Net charge: 0
LUMO energy (eV): 1.03

The following is a DFT calculation (the ωB97M-V functional and the def2-TZVPD basis) of a cluster of 2 separate species, C6H11N3O in total in a non-equilibrium geometry.

```
21
Properties=species:S:1:pos:R:3:forces:R:3:nbo_charge:R:1
H 0.835046 -0.965317 1.719319 -1.587 -1.094 -2.263 0.254
H 1.329060 3.974591 -1.218504 -1.136 -0.014 0.784 0.232
H -2.070349 -0.178911 1.652146 -0.169 -1.213 -0.919 0.233
H 1.759406 3.733270 0.571674 0.622 1.377 0.589 0.240
C 0.136003 -3.299981 -0.656588 0.035 2.425 0.586 0.192
H -3.125292 -1.685830 1.225219 1.602 1.305 -0.857 0.237
H -2.557344 -0.385085 -0.119760 0.025 -1.362 2.183 0.212
O 0.784655 1.555324 1.077797 0.100 -0.275 0.904 -0.603
H 0.400993 -4.168348 -1.255225 0.165 0.413 0.094 0.206
H -0.669967 0.961474 -0.947279 -0.715 -1.514 0.625 0.391
H 2.479038 2.895777 -0.799807 -0.435 -0.206 0.868 0.239
C -1.005817 -1.703074 0.491326 -1.051 -2.453 -1.942 0.046
H -0.350745 2.258347 -1.843539 0.560 0.988 -0.393 0.389
C 0.257350 -1.551015 0.873560 3.270 -0.737 -0.050 -0.094
C -2.261282 -0.987182 0.870563 -1.146 1.261 -0.836 -0.644
N 1.032648 -2.487250 0.035153 1.308 0.995 2.323 -0.596
C 0.679723 2.159885 0.052067 -1.352 0.208 -3.704 0.694
N -0.209769 1.822702 -0.966913 0.329 -0.106 1.172 -0.839
H 2.101310 -2.431226 0.154841 -2.582 -0.913 -0.649 0.421
N -1.075268 -2.825519 -0.547958 0.104 1.365 2.267 -0.470
C 1.530602 3.307368 -0.368091 2.053 -0.454 -0.783 -0.739
```
Positions in Å, forces in eV/Å.

Properties
Max |F| (eV/A): 3.9
M (g/mol): 141.17
Orbital gap (eV): 9.6
Highest occupied orbital energy (eV): -8.7594
Energy relative to the best compared isomer or geometry (same formula, charge and spin) (eV): 1.958
Structure (SMILES): Cc1c[nH]cn1.CC(N)=O
Net charge: 0
LUMO energy (eV): 0.80

The following is a DFT calculation (the ωB97M-V functional and the def2-TZVPD basis) of a cluster of 2 separate species, C6H11N3O in total in a non-equilibrium geometry.

```
21
Properties=species:S:1:pos:R:3:forces:R:3:nbo_charge:R:1
H 1.343528 -0.896325 2.838300 0.429 -0.303 1.933 0.229
H 1.996030 -1.204991 1.268367 -0.671 0.939 0.115 0.230
N -1.143078 -2.114454 -1.088294 -1.481 -1.938 -0.260 0.081
N -0.429797 -0.143242 -1.290785 -1.166 -1.564 -1.669 -0.452
C -0.853654 0.739362 2.202802 1.083 -1.911 3.384 -0.655
H -1.144831 1.717760 1.903910 -1.131 0.188 -0.651 0.226
C -0.570875 -0.601169 -2.616135 -0.168 0.126 0.062 0.409
H 0.259715 1.165926 -3.587936 -1.129 -2.625 -0.223 0.218
H -1.405568 -0.202850 2.075149 -0.901 0.917 -0.663 0.234
H 0.000945 0.668354 -0.916810 0.363 0.580 0.281 0.443
H 1.914696 1.444727 0.389015 0.763 -0.430 -0.306 0.193
H 0.583261 2.522941 0.830455 -0.341 -1.326 0.337 0.205
C -0.206197 0.083089 -3.694770 0.882 2.219 1.079 -0.580
H -0.882448 0.793186 3.381160 0.674 -0.067 -1.931 0.211
H -0.359246 -0.342624 -4.637940 -0.071 -0.299 -1.255 0.223
C 1.095008 -0.848564 1.827037 -0.537 -3.489 -1.777 -0.666
O -1.175217 -1.888498 -2.525085 1.833 2.868 1.110 -0.350
C 0.973526 1.474167 0.891598 0.937 1.084 -0.272 -0.493
N -0.802007 -1.125446 -0.478894 0.661 0.452 0.411 0.000
H 0.299302 -1.686353 1.630413 1.377 1.535 0.536 0.236
C 0.506906 0.445005 1.598443 -1.404 3.043 -0.241 0.058
```
Positions in Å, forces in eV/Å.

Properties
Max |F| (eV/A): 4.0
M (g/mol): 141.17
Orbital gap (eV): 9.2
Highest occupied orbital energy (eV): -8.4535
Energy relative to the best compared isomer or geometry (same formula, charge and spin) (eV): 5.655
Structure (SMILES): C=C1NN=NO1.C=C(C)C
Net charge: 0
LUMO energy (eV): 0.77

The following is a DFT calculation (the ωB97M-V functional and the def2-TZVPD basis) of a structure of composition C6H11N3O2 in a non-equilibrium geometry.

```
22
Properties=species:S:1:pos:R:3:forces:R:3:nbo_charge:R:1
H -13.104590 0.918933 1.520004 0.786 -0.741 -0.532 0.415
C 6.100011 1.020889 1.060516 0.245 -0.387 1.816 -0.039
H 6.432123 -2.900233 -0.038495 0.947 -0.936 0.023 0.247
C 7.183642 -2.240946 -0.491435 0.723 -0.987 0.720 -0.454
H -14.147994 0.145405 0.301815 -2.780 -0.408 0.222 0.286
N 6.525219 -1.000585 -0.243008 -2.209 4.669 0.679 -0.138
H -12.616450 -0.346684 -1.230165 -0.528 -0.756 -1.085 0.228
C 6.848482 -0.041004 0.860633 0.148 -2.403 -3.797 -0.040
C -12.414594 0.439051 -0.561485 2.647 1.216 2.293 0.213
H -11.347658 0.816638 -0.592641 -1.472 0.062 -0.123 0.243
O 3.581149 1.106818 -1.421947 -1.717 0.150 -1.569 -0.326
H 6.316915 1.507452 1.980935 0.448 1.011 0.230 0.261
N 4.888741 1.414104 0.539740 -1.882 0.929 -0.408 -0.606
H 7.885225 -0.179268 1.075214 0.196 0.164 1.258 0.259
O 4.961453 -1.205406 -1.860104 1.463 1.263 3.228 -0.295
H 7.259451 -2.505387 -1.546362 -0.012 0.433 -0.003 0.269
C -13.347563 0.776647 0.415854 1.846 1.735 0.287 -0.806
C 4.329592 0.978130 -0.594810 3.197 -0.735 2.821 0.912
H 4.410690 2.189932 1.051192 0.423 -0.782 -0.894 0.471
H 8.228538 -2.233358 0.000354 -1.965 -0.124 -0.655 0.260
H -13.371477 1.936685 0.626721 -0.540 -1.108 -1.065 0.421
N 5.399103 -0.597818 -0.852524 0.034 -2.265 -3.447 0.220
```
Positions in Å, forces in eV/Å.

Properties
Max |F| (eV/A): 5.2
M (g/mol): 157.17
Orbital gap (eV): 6.0
Highest occupied orbital energy (eV): -14.8179
Energy relative to the best compared isomer or geometry (same formula, charge and spin) (eV): 5.289
Net charge: +2
LUMO energy (eV): -8.77